Entry 1:
Computed, not measured: C37H57BGeN10S2Si3Sr as an isolated structure, with wB97M-V/def2-TZVPD.

Each line ends with the Löwdin charge.
Atoms and positions in Å:
H  -2.56  3.35  1.75  0.109
C  -1.33  -5.15  -0.27  -0.053
C  -0.55  -4.01  -0.47  -0.308
C  -3.34  1.60  -4.83  -0.100
H  -0.49  -3.33  -2.98  0.120
C  -3.26  0.42  4.44  -0.210
H  0.03  -4.33  2.02  0.012
Si  1.02  1.05  4.58  0.346
N  0.13  1.47  1.39  -0.001
C  0.54  -1.41  -4.07  -0.102
N  2.71  0.57  0.04  -0.067
H  3.22  6.75  2.56  0.088
Sr  0.53  -0.26  -0.93  1.019
H  -1.69  0.80  2.16  0.048
H  -2.69  -3.18  0.90  0.080
H  0.34  -1.94  -5.01  0.085
N  2.43  4.31  0.57  -0.036
C  1.80  -2.88  5.32  -0.208
H  2.49  -2.07  5.58  0.025
H  1.09  -7.49  0.01  0.099
H  -2.95  -3.46  3.52  0.031
H  -1.46  -2.78  6.10  0.027
C  -1.13  1.63  1.77  -0.297
C  0.27  -4.30  3.09  -0.192
C  0.62  2.42  -3.27  -0.149
H  -2.90  -1.94  6.67  0.046
C  -1.83  -0.23  -5.10  -0.052
C  -1.28  -2.58  -3.03  -0.153
H  -4.20  0.32  4.99  0.043
Si  1.31  -2.81  3.50  0.347
H  -4.01  2.34  -5.24  0.098
S  1.93  -2.77  -0.83  0.525
C  3.77  5.96  0.54  -0.159
C  0.61  3.82  -3.30  -0.044
N  -0.64  -1.26  -3.21  -0.227
H  0.49  3.17  3.44  -0.006
C  1.13  4.19  -2.08  -0.079
C  2.74  1.01  3.87  -0.203
H  2.30  -3.83  5.50  0.047
H  -0.03  0.79  6.80  0.026
C  4.15  2.06  0.83  -0.076
N  2.91  1.88  0.34  0.003
H  0.28  1.74  -4.03  0.097
C  0.62  -6.52  -0.13  -0.102
H  -1.32  -0.93  -5.75  0.104
C  -3.13  1.55  -3.46  -0.130
H  2.52  -2.65  1.37  -0.083
B  1.84  2.97  0.10  -0.661
C  0.27  2.74  4.42  -0.191
Ge  -0.12  -0.85  3.58  0.954
H  3.51  -3.43  2.63  0.053
H  -2.76  -3.53  -1.80  0.121
H  1.29  -1.98  -3.52  0.045
H  3.93  -1.12  0.17  0.067
C  -0.49  3.57  1.00  -0.077
H  -2.73  -1.77  -1.67  0.074
H  -2.42  -1.45  0.55  0.039
H  -1.40  -7.27  0.04  0.096
H  -3.49  0.77  3.44  0.031
C  -0.77  -6.40  -0.10  -0.098
H  0.70  3.39  5.19  0.050
H  1.66  1.28  6.93  0.044
H  -3.63  2.25  -2.81  0.088
H  5.79  0.63  1.18  0.095
H  2.69  0.97  2.77  0.006
C  0.85  -4.12  -0.53  -0.631
C  -1.58  2.94  1.56  -0.063
N  -1.21  -2.71  -0.58  -0.185
H  0.28  4.46  -4.10  0.094
C  4.79  0.84  0.85  -0.053
C  -3.44  -2.49  3.58  -0.204
N  0.53  2.68  0.92  0.011
C  0.97  0.62  6.40  -0.215
H  -2.41  -5.06  -0.23  0.107
C  1.40  -5.40  -0.33  -0.128
H  3.30  -1.66  2.61  0.015
C  -2.10  -2.66  -1.76  -0.181
H  -1.22  -2.40  1.48  0.036
N  3.37  4.93  -0.18  0.074
N  1.11  1.97  -2.12  -0.033
H  1.56  4.59  2.49  0.094
Si  -2.36  -1.21  4.39  0.327
H  -3.74  -2.19  2.57  0.024
H  2.48  -5.48  -0.35  0.094
S  -2.09  0.68  -1.11  0.516
H  0.94  -2.82  5.99  0.015
C  3.11  6.03  1.78  -0.067
H  0.83  -5.21  3.34  0.050
C  -1.93  -2.43  0.65  -0.123
H  -0.66  -4.31  3.66  0.023
H  3.30  0.14  4.21  0.030
C  2.26  4.95  1.75  -0.090
C  -1.59  -0.28  -3.72  -0.293
H  3.30  1.91  4.15  0.049
C  -1.96  -1.82  6.12  -0.206
N  1.43  3.07  -1.39  0.003
C  2.80  -2.62  2.43  -0.224
C  -2.26  0.62  -2.86  -0.620
H  -2.84  0.71  -6.73  0.096
H  -0.38  4.58  0.64  0.135
H  -0.81  2.73  4.54  0.028
H  0.96  -0.43  -4.31  0.085
H  4.53  6.63  0.15  0.099
H  -4.34  -2.59  4.18  0.046
H  4.51  3.04  1.12  0.119
C  -2.69  0.69  -5.66  -0.099
H  -1.33  -1.12  6.68  0.015
H  -2.66  1.19  4.93  0.025
C  3.84  -0.06  0.34  -0.175
H  -1.91  -2.81  -3.90  0.132
H  1.32  5.17  -1.67  0.115
H  1.26  -0.41  6.62  0.008

Output
E_LUMO   -2.41 eV
Largest force on an atom   0.0137 Eh/bohr
Energy relative to the best compared isomer or geometry (same formula, charge and spin)   2.257 eV
Net charge   0
E_HOMO   -6.6034 eV
Spin multiplicity   1

---

Entry 2:
Computed, not measured: a 4-piece molecular cluster, C37H57Br6FN3O5 overall in a non-equilibrium geometry, with wB97M-V/def2-TZVPD.

Each line ends with the Löwdin charge.
Atoms and positions in Å:
C  5.94  -2.58  -3.18  -0.182
H  -1.63  4.20  -0.25  0.097
O  -6.46  0.63  -3.49  -0.220
C  -0.07  -9.66  0.66  -0.687
N  1.03  -1.50  1.50  0.153
H  -1.48  -8.06  0.19  0.030
H  -0.42  -3.45  3.87  0.102
H  4.71  -0.26  -1.83  0.105
H  2.47  6.58  5.60  0.055
H  4.10  1.88  -1.27  0.114
H  -0.33  -3.93  -0.93  0.059
H  0.50  -5.31  -1.08  0.058
C  -1.58  2.34  -1.43  -0.206
N  -0.76  0.52  2.92  0.151
C  5.89  -3.86  -1.21  -0.466
H  -2.08  -9.70  -0.12  0.057
N  0.38  -4.50  -0.46  -0.020
H  -6.52  2.09  -1.90  0.087
H  -6.29  2.69  -3.58  0.093
C  3.02  2.08  -1.50  -0.120
H  -2.52  2.52  -3.50  0.106
C  -2.68  2.00  -2.52  -0.188
H  6.71  -0.53  -2.98  0.117
O  -0.21  4.22  2.84  -0.058
H  4.92  -3.04  -3.30  0.127
C  2.58  1.22  -2.79  -0.184
H  0.48  6.43  4.20  0.058
H  2.00  0.30  -2.52  0.099
C  5.87  -1.03  -3.53  -0.151
C  0.13  0.82  1.89  -0.132
C  1.45  6.44  3.71  -0.702
C  0.13  -1.83  2.47  -0.242
H  5.85  -0.84  -4.63  0.110
H  1.91  1.83  -3.47  0.104
H  0.58  -5.68  1.37  0.038
C  3.92  0.81  -3.57  -0.202
H  -2.91  3.27  4.02  0.029
C  -1.46  -9.09  0.54  -0.696
C  0.25  4.28  -1.42  -0.179
Br  -5.84  4.81  5.97  0.553
C  -6.84  1.91  -2.96  -0.116
H  -3.67  2.26  -2.05  0.098
C  4.48  -2.87  0.78  0.037
H  3.38  -3.07  0.85  0.064
C  5.42  -3.82  0.28  -0.062
H  6.72  -3.04  -3.86  0.124
C  0.02  -3.36  2.84  -0.122
C  2.49  7.05  4.61  -0.696
H  -4.88  -2.15  -2.55  0.100
H  -1.71  0.04  -2.22  0.093
H  -4.09  5.38  4.31  0.061
H  0.35  -9.85  -0.33  0.057
C  -6.31  -0.37  -2.47  -0.242
H  2.81  3.15  -1.78  0.096
H  4.86  -1.86  1.11  0.083
Br  -2.39  -9.11  2.26  0.601
H  -7.06  -1.22  -2.60  0.113
H  5.85  -4.56  1.00  0.106
H  -7.96  2.02  -3.11  0.091
O  5.80  -4.94  -1.75  0.093
H  -4.62  2.83  4.14  0.054
H  -0.03  -10.57  1.25  0.049
C  -4.07  4.68  5.15  -0.685
C  2.05  1.70  -0.33  -0.066
H  -3.38  -1.05  -1.08  0.100
H  -1.25  -3.18  1.00  0.104
C  -3.79  3.29  4.67  -0.692
H  2.39  8.13  4.73  0.043
C  1.08  4.20  -0.06  -0.144
C  1.13  2.69  0.36  -0.080
Br  4.29  6.72  3.94  0.571
H  -4.34  0.46  -1.08  0.103
F  2.77  -0.63  -0.46  -0.002
H  -1.90  4.43  -2.03  0.105
H  3.69  0.61  -4.65  0.106
O  -2.02  3.29  1.93  -0.116
H  -1.83  1.91  -0.43  0.110
C  -0.72  -0.82  3.16  -0.056
C  -0.72  3.34  2.12  -0.619
H  1.05  -3.81  2.79  0.110
C  1.95  0.32  0.13  -0.113
H  -1.41  -1.20  3.96  0.115
Br  -3.33  2.10  6.14  0.564
H  0.71  4.89  0.74  0.069
H  3.71  -1.32  -2.88  0.117
C  -1.27  3.89  -1.26  -0.177
C  1.02  -0.14  1.21  -0.110
H  -3.35  5.03  5.89  0.049
C  -2.70  0.40  -2.66  -0.194
H  -6.44  0.01  -1.43  0.111
H  1.69  5.44  3.38  0.036
H  -1.87  -4.42  2.15  0.107
H  -2.70  0.06  -3.72  0.096
O  6.42  -2.72  -1.82  -0.041
H  0.74  3.57  -2.15  0.085
C  4.50  -0.51  -2.92  -0.230
H  -4.64  -0.87  -3.79  0.102
C  0.21  2.27  1.43  0.023
Br  1.19  7.51  2.10  0.610
H  0.41  5.33  -1.81  0.110
H  -0.98  -5.81  0.47  0.085
H  4.65  1.65  -3.39  0.108
C  -3.83  -0.27  -1.76  -0.185
H  2.14  4.50  -0.31  0.109
C  -4.87  -1.04  -2.70  -0.161
Br  1.15  -8.39  1.49  0.656
C  -0.92  -4.01  1.71  -0.171
H  -0.62  1.85  -1.77  0.094
C  -0.18  -5.08  0.81  -0.307

Output
E_LUMO   0.97 eV
Largest force on an atom   0.0804 Eh/bohr
Net charge   -1
E_HOMO   -5.2087 eV
Spin multiplicity   1

---

Entry 3:
Computed, not measured: C37H57ClN2O4PSi3Ti as an isolated structure in a non-equilibrium geometry, with wB97M-V/def2-TZVPD.

Each line ends with the Löwdin charge.
Atoms and positions in Å:
H  6.37  1.94  -0.54  0.086
H  7.52  0.59  -0.67  0.080
H  2.99  1.90  -5.56  0.103
H  3.57  0.69  3.19  0.105
H  2.93  -0.75  0.09  0.050
C  -3.29  1.15  4.06  -0.169
H  -1.09  -0.79  4.80  0.038
H  -3.29  3.63  1.67  0.036
H  0.91  0.54  -5.68  0.107
Ti  -0.43  -0.03  0.01  0.928
O  1.68  0.41  2.07  0.031
C  6.92  -0.43  1.68  -0.066
N  2.89  -1.01  -0.88  0.003
H  -1.28  -3.63  3.55  0.041
H  -4.11  -0.57  -3.46  0.110
H  0.79  -3.53  1.85  0.093
H  1.69  -0.65  -2.42  0.075
C  -3.52  2.58  1.42  -0.178
H  -5.41  -0.52  2.80  0.022
H  0.30  -0.09  3.93  0.014
H  -0.21  1.87  3.49  0.026
C  -1.18  -0.99  -1.73  -0.199
Cl  7.62  -1.88  3.86  0.650
H  1.72  -2.72  0.58  0.060
O  0.85  1.48  0.31  -0.253
C  1.75  1.29  1.23  -0.586
H  -0.81  0.74  -3.95  0.096
C  -2.12  -0.17  1.48  -0.481
C  -1.86  -3.14  2.76  -0.145
Si  -3.76  -0.94  0.98  0.398
H  -3.10  2.00  4.74  0.038
C  -4.82  -1.39  2.48  -0.185
H  1.77  -2.09  2.23  0.085
O  0.01  -1.71  1.19  -0.391
H  -5.52  -2.18  2.20  0.041
C  5.37  -0.42  3.51  -0.095
H  -0.33  2.69  1.93  0.006
C  -1.49  -2.73  -3.49  -0.166
C  -0.34  -0.97  4.02  -0.143
H  -1.21  3.33  3.33  0.043
C  4.52  0.40  2.77  0.000
H  -2.96  0.24  4.56  0.016
H  2.19  0.73  -1.68  0.065
C  6.56  -0.83  2.95  -0.670
H  7.87  -0.75  1.26  0.112
H  -0.49  4.72  -1.48  0.053
H  -4.37  1.07  3.92  0.021
C  2.96  2.22  1.20  -0.071
H  -2.23  3.76  -3.05  0.053
P  -1.01  2.34  -1.49  0.942
H  0.29  3.87  -0.11  0.025
C  4.88  0.80  1.50  -0.239
C  6.48  0.86  -0.45  -0.026
H  3.12  2.61  2.20  0.142
H  -5.70  -0.50  -0.44  0.044
H  -4.25  -1.74  3.35  0.015
H  -1.63  -4.29  -4.97  0.110
H  5.09  -0.74  4.51  0.109
C  0.08  1.36  -3.89  -0.092
C  6.09  0.39  0.93  -0.196
C  -2.72  -2.13  -3.87  -0.038
H  1.58  3.71  -1.95  0.091
H  1.04  -2.48  -1.24  0.049
H  -2.48  -2.73  -0.23  0.021
N  1.88  -0.22  -1.52  -0.020
C  1.42  3.01  -2.77  -0.108
C  0.14  -4.50  -3.79  -0.086
H  -1.83  -3.76  1.87  0.040
C  -0.89  2.41  2.82  -0.162
H  -5.50  0.81  0.73  0.019
H  1.81  -4.46  -2.41  0.104
Si  -1.18  -1.43  2.43  0.348
H  -3.95  -3.38  0.53  0.037
C  0.46  -2.86  -2.05  -0.061
C  -4.96  0.17  0.04  -0.179
C  -0.73  -2.17  -2.42  -0.174
Si  -2.42  1.41  2.41  0.373
C  2.40  2.88  -3.75  -0.085
C  1.14  -2.56  1.48  -0.080
C  2.22  2.00  -4.80  -0.089
C  -3.16  -1.03  -3.20  -0.089
H  3.80  -0.81  -1.27  0.067
H  2.75  3.04  0.51  0.127
C  -1.03  -3.89  -4.16  -0.044
H  3.30  3.48  -3.69  0.104
H  -4.57  2.41  1.66  0.026
C  -0.61  3.95  -0.72  -0.254
H  -2.76  2.07  -3.18  0.035
C  0.89  -3.98  -2.72  -0.070
H  -2.79  0.39  -1.66  0.024
H  -4.04  -2.45  -0.98  0.032
H  0.28  -1.82  4.35  0.045
C  -2.38  -0.48  -2.16  -0.226
H  -3.39  2.45  0.34  -0.006
H  -3.30  -2.57  -4.67  0.111
H  -2.91  -3.10  3.10  0.020
H  -3.32  3.06  -1.83  0.038
H  0.48  -5.39  -4.31  0.100
H  -4.53  0.80  -0.74  0.009
H  5.85  0.42  -1.22  0.072
H  -1.44  4.23  -0.07  0.041
C  -2.47  2.86  -2.48  -0.240
O  4.12  1.60  0.69  -0.037
C  -3.53  -2.52  -0.01  -0.165
C  0.25  2.25  -2.82  -0.360
C  1.06  1.24  -4.87  -0.076

Output
E_LUMO (spin up / spin down)   0.43 / 0.42 eV
Largest force on an atom   0.0207 Eh/bohr
Net charge   0
E_HOMO (spin up / spin down)   -7.6360 / -7.9181 eV
Expectation value of S²   0.754
Spin multiplicity   2

---

Entry 4:
Computed, not measured: C37H57N7O6PS3Tb as an isolated structure in a non-equilibrium geometry, with wB97M-V/def2-TZVPD.

Each line ends with the Löwdin charge.
Atoms and positions in Å:
C  -7.94  1.15  -0.63  -0.090
O  4.16  -3.49  6.32  0.033
C  -5.14  1.35  1.92  -0.195
H  -2.66  -0.30  -1.70  0.072
H  -3.83  2.83  -2.82  0.054
N  -1.26  -1.75  -1.36  -0.184
C  2.33  -0.91  -2.68  -0.265
C  -2.04  -0.95  -2.31  -0.264
C  1.56  0.17  -3.45  -0.410
H  -9.02  1.13  -0.64  0.098
H  3.58  -2.94  8.22  0.136
H  -7.76  1.02  -2.76  0.107
H  6.02  -0.08  1.48  0.065
H  6.43  1.21  2.63  0.093
C  4.24  -2.60  7.42  -0.142
C  -7.23  1.09  -1.82  -0.055
H  -1.64  4.56  -0.09  0.104
H  4.28  4.66  0.12  0.089
N  -3.74  1.14  -0.57  0.098
C  -3.08  2.21  -0.34  -0.122
C  -1.24  -0.08  -3.27  -0.399
H  0.44  -2.24  -3.61  0.103
H  2.20  3.94  -1.11  0.087
C  -1.71  2.36  0.05  -0.319
O  3.85  -1.30  6.98  0.034
H  2.05  2.24  -1.55  0.008
H  -3.96  -0.44  1.62  0.061
C  0.02  3.49  0.93  -0.106
H  2.23  1.01  -3.65  0.066
C  -5.84  1.12  -1.84  -0.176
O  -0.70  -3.28  4.00  -0.207
H  -4.18  -0.01  3.32  0.065
C  -4.57  2.49  -3.54  -0.085
P  3.94  1.21  0.10  0.565
H  -0.30  -1.76  5.37  0.033
H  3.06  0.58  5.09  0.118
C  3.15  -2.15  3.04  -0.116
H  6.09  1.94  -1.56  0.064
H  -4.28  2.01  1.87  0.097
H  2.88  -1.53  -3.41  0.128
H  -4.10  2.47  -4.53  0.068
H  1.19  -3.61  -2.79  0.132
H  6.60  0.35  -2.13  0.090
H  -1.49  -2.99  5.87  0.094
H  4.70  3.22  2.80  0.092
N  1.43  -1.72  -1.85  -0.141
C  -0.67  -2.98  -1.92  -0.203
H  -5.38  3.23  -3.57  0.078
H  -4.29  0.40  -3.12  0.080
N  3.83  2.73  -0.56  -0.290
C  -5.11  1.11  -3.16  -0.195
C  0.65  -2.67  -2.63  -0.177
N  4.66  1.52  1.56  -0.288
H  5.24  4.13  -1.27  0.084
H  5.93  -1.46  -0.11  0.089
H  5.12  -1.59  -1.67  0.093
C  0.16  2.13  1.13  -0.285
H  0.68  4.27  1.28  0.091
C  -5.15  1.21  -0.62  -0.184
H  2.71  -0.10  2.70  0.082
C  3.58  -3.13  3.94  0.085
S  0.15  0.87  -2.52  0.904
C  2.99  -0.84  3.44  -0.079
C  -0.73  -2.44  2.96  -1.290
C  -5.86  1.30  0.59  -0.174
H  1.18  -0.18  -4.40  0.071
S  -0.69  -0.76  3.13  0.590
H  5.56  3.46  0.35  0.076
C  4.78  3.80  -0.33  -0.118
O  2.59  0.56  0.10  -0.369
C  3.78  -2.73  5.24  -0.194
H  -1.90  0.68  -3.68  0.064
H  4.17  -1.51  -0.18  0.053
H  -2.68  -1.60  -2.92  0.126
H  5.27  -2.56  7.79  0.136
C  3.60  -1.41  5.64  -0.206
C  3.99  2.46  2.47  -0.086
C  5.61  0.63  2.21  -0.070
C  -4.67  -0.05  2.35  -0.084
C  2.75  3.06  -1.48  -0.090
H  -1.35  -3.47  -2.62  0.125
C  6.25  0.91  -1.26  -0.091
O  3.59  -3.42  1.11  0.050
C  3.21  -0.44  4.76  0.008
C  -1.18  3.64  0.23  -0.060
N  4.99  0.32  -0.82  -0.300
H  3.17  2.94  1.95  0.077
H  -7.79  1.32  1.50  0.110
H  -1.91  -2.06  -0.64  0.055
H  7.03  0.87  -0.49  0.086
H  5.14  0.05  3.01  0.067
O  1.93  -1.98  0.94  -0.312
H  -0.82  -0.64  -4.10  0.064
H  3.60  1.95  3.35  0.067
H  3.05  -0.43  -2.03  0.065
H  -3.61  3.17  -0.36  0.140
H  3.72  -4.15  3.62  0.138
Tb  0.36  -0.58  0.36  1.414
H  -5.82  1.75  2.67  0.107
H  -5.81  0.78  -3.93  0.106
S  -0.88  -3.18  1.46  0.641
H  -5.52  -0.73  2.41  0.076
H  1.97  -2.22  -1.15  0.088
H  0.24  -3.40  5.79  0.091
C  5.05  -1.14  -0.68  -0.096
C  -7.25  1.26  0.56  -0.050
H  3.14  3.30  -2.48  0.091
H  -0.48  -3.66  -1.09  0.070
C  -0.55  -2.82  5.34  -0.080
N  -0.86  1.41  0.57  -0.134
H  0.91  1.66  1.75  0.068
C  2.88  -2.56  1.60  -0.580

Output
E_LUMO (spin up / spin down)   -0.29 / 0.31 eV
Largest force on an atom   0.0235 Eh/bohr
Net charge   0
E_HOMO (spin up / spin down)   -7.5191 / -7.5221 eV
Expectation value of S²   12.040
Spin multiplicity   7